A molecular structure, C18H18MoN4SbSe4. Source: the Open Molecules 2025 dataset; level of theory: ωB97M-V/def2-TZVPD.

Element x y z (Å)
Mo (0.1973, -0.0214, -0.0315)
C (-2.6090, 0.6363, -0.0650)
N (-1.3599, 1.4939, -0.0121)
C (-1.2967, 2.2767, 1.2463)
C (-1.0412, 1.3277, 2.3870)
C (-1.4413, 1.5901, 3.6813)
C (-1.1347, 0.6718, 4.6759)
C (-0.4558, -0.4900, 4.3382)
C (-0.1080, -0.6972, 3.0195)
N (-0.3795, 0.2004, 2.0574)
C (-1.2529, 2.3274, -1.2363)
C (-1.0034, 1.4100, -2.4065)
C (-1.3413, 1.7392, -3.7021)
C (-1.0657, 0.8312, -4.7163)
C (-0.4854, -0.3873, -4.3969)
C (-0.1934, -0.6582, -3.0760)
N (-0.4293, 0.2292, -2.0957)
C (-2.4946, -0.8818, 0.1258)
C (-3.6656, -1.5940, 0.3178)
C (-3.6150, -2.9756, 0.4091)
C (-2.3880, -3.6167, 0.3114)
C (-1.2540, -2.8533, 0.1358)
N (-1.3090, -1.5150, 0.0420)
H (-3.3082, 1.0146, 0.6816)
H (-3.0673, 0.7942, -1.0419)
H (-0.4732, 2.9895, 1.1612)
H (-2.2156, 2.8478, 1.3982)
H (-1.9840, 2.4978, 3.9089)
H (-1.4337, 0.8565, 5.6991)
H (-0.2082, -1.2331, 5.0824)
H (0.4056, -1.5958, 2.7047)
H (-2.1551, 2.9261, -1.3846)
H (-0.4151, 3.0162, -1.1057)
H (-1.8144, 2.6881, -3.9165)
H (-1.3164, 1.0683, -5.7417)
H (-0.2696, -1.1245, -5.1567)
H (0.2472, -1.5988, -2.7741)
H (-4.6102, -1.0698, 0.3879)
H (-4.5233, -3.5448, 0.5551)
H (-2.3066, -4.6922, 0.3753)
H (-0.2709, -3.2996, 0.0671)
Se (7.4270, -0.1043, -2.4164)
Sb (7.9487, -0.5850, -0.2441)
Se (2.3945, -0.2612, -0.0873)
Se (8.5521, -2.2598, 1.4073)
Se (8.5708, 0.1872, 1.9733)

Summary:
**Energy above the lowest of the compared OMol25 structures with the same formula, charge and spin**: 46.0 kJ/mol
**Net charge**: +3
**Orbital gap**: 0.2342 Eh